Entry 1:
{"formula": "C2H11N2O2", "method": "ωB97M-V/def2-TZVPD", "total_charge": 0, "e_above_lowest_ev": 2.513, "s2": 0.755, "lumo_energy_ev": [0.88, 0.79], "spin_multiplicity": 2, "total_energy_ev": -9323.4343, "largest_force_ev_per_a": 1.4, "homo_lumo_gap_ev": [4.60, 7.97], "e_homo_ev": [-3.717, -7.182], "elements": ["H", "H", "H", "H", "H", "H", "O", "N", "H", "C", "H", "H", "N", "H", "C", "H", "O"], "coordinates": [[-1.795, -4.176, 0.432], [-0.906, 2.859, 2.602], [-1.608, 3.837, 1.628], [0.360, -2.265, -0.737], [1.983, 1.858, -1.574], [-1.728, -3.170, 1.577], [-1.464, -3.294, 0.655], [1.697, 0.906, -1.377], [1.311, 0.383, -2.153], [0.171, -0.319, 0.010], [-0.731, -1.284, -1.558], [0.440, 1.931, 0.069], [0.133, -1.330, -1.019], [-0.181, -0.645, 0.987], [0.575, 0.945, -0.329], [2.498, 0.304, -1.080], [-0.757, 3.460, 1.869]], "mulliken_spin": [0.001, -0.002, 0.001, -0.015, -0.092, -0.001, 0.002, 0.306, -0.107, 0.494, 0.007, -0.072, 0.048, -0.017, 0.476, -0.036, 0.008]}



Entry 2:
{"formula": "C6H10N2", "method": "ωB97M-V/def2-TZVPD", "total_charge": 0, "smiles": "C1=NN2C[C@@H]2CCC1", "e_above_lowest_ev": 3.644, "lumo_energy_ev": 1.01, "spin_multiplicity": 1, "total_energy_ev": -9360.7929, "largest_force_ev_per_a": 4.8, "homo_lumo_gap_ev": 9.48, "e_homo_ev": -8.473, "elements": ["C", "C", "C", "H", "H", "C", "H", "C", "H", "N", "H", "H", "H", "N", "H", "H", "H", "C"], "coordinates": [[1.462, -0.596, 0.176], [1.213, 0.729, -0.564], [-0.956, 0.428, 0.487], [-2.883, 0.641, -0.792], [-0.338, 2.360, -0.663], [-2.329, -0.041, -0.120], [2.450, -0.978, -0.196], [0.593, -1.764, -0.042], [-2.892, -0.661, 0.585], [-0.678, -1.742, -0.194], [2.075, 1.289, -0.365], [1.111, 0.455, -1.629], [-0.764, -0.133, 1.448], [-1.124, -0.582, -0.580], [1.121, -2.709, 0.243], [0.345, 2.021, 0.940], [1.583, -0.265, 1.224], [0.010, 1.546, 0.041]], "lowdin_charge": [-0.212, -0.198, -0.211, 0.109, 0.126, -0.067, 0.120, -0.167, 0.103, 0.030, 0.077, 0.120, 0.149, -0.178, 0.116, 0.085, 0.126, -0.128]}



Entry 3:
{"formula": "C2H2N4O3", "method": "ωB97M-V/def2-TZVPD", "total_charge": 0, "e_above_lowest_ev": 1.550, "s2": 2.036, "lumo_energy_ev": [-0.93, -3.35], "spin_multiplicity": 3, "total_energy_ev": -14199.0945, "largest_force_ev_per_a": 6.7, "homo_lumo_gap_ev": [6.36, 7.39], "e_homo_ev": [-7.292, -10.737], "elements": ["N", "H", "N", "O", "C", "O", "N", "O", "H", "C", "N"], "coordinates": [[1.296, -0.210, -0.339], [0.086, 1.475, 0.291], [-2.990, 1.625, 0.563], [2.402, 0.191, -0.226], [-1.050, -0.028, 0.115], [-2.617, -1.674, -0.046], [0.281, 0.462, 0.127], [-0.394, -2.049, -0.509], [0.379, -1.344, -0.278], [-2.076, 0.960, 0.314], [-1.471, -1.234, -0.162]], "mulliken_spin": [0.085, 0.004, 0.230, 0.289, 0.475, 0.549, -0.015, 0.059, 0.002, -0.032, 0.355]}



Entry 4:
{"formula": "C47H76F16N3O15", "method": "ωB97M-V/def2-TZVPD", "total_charge": 1, "lumo_energy_ev": -2.63, "spin_multiplicity": 1, "total_energy_ev": -128630.6416, "largest_force_ev_per_a": 4.5, "homo_lumo_gap_ev": 9.19, "e_homo_ev": -11.812, "elements": ["N", "N", "H", "H", "F", "C", "F", "F", "H", "H", "F", "C", "O", "H", "C", "N", "C", "C", "F", "H", "H", "F", "H", "C", "H", "O", "C", "O", "C", "H", "H", "H", "C", "O", "F", "H", "H", "F", "H", "H", "C", "H", "H", "H", "H", "C", "H", "O", "H", "H", "H", "H", "F", "C", "H", "O", "H", "C", "O", "H", "H", "O", "H", "H", "C", "C", "H", "H", "H", "C", "H", "O", "H", "H", "C", "H", "F", "H", "H", "C", "C", "C", "C", "F", "C", "H", "C", "H", "H", "H", "H", "O", "C", "H", "C", "H", "H", "C", "C", "C", "H", "O", "C", "H", "F", "C", "H", "C", "C", "C", "F", "H", "H", "C", "H", "C", "H", "H", "C", "H", "C", "H", "H", "C", "C", "F", "C", "H", "H", "H", "H", "F", "H", "O", "O", "H", "H", "O", "C", "H", "H", "C", "C", "C", "H", "H", "H", "O", "C", "C", "H", "H", "H", "H", "F", "H", "C"], "coordinates": [[0.019, 1.316, -1.029], [-2.119, 2.803, 0.169], [1.242, -0.703, -2.039], [-3.899, 0.918, 0.750], [-7.063, -0.687, -7.462], [-1.379, 0.999, -1.293], [7.579, -4.965, 7.183], [8.873, 0.872, 1.844], [-5.695, -0.337, 0.621], [-5.385, 0.128, -4.032], [8.027, 0.239, -0.055], [-2.342, 3.486, -7.494], [-6.119, -2.481, -5.746], [-4.558, -2.944, 3.223], [-2.929, 4.506, -2.302], [-1.557, -0.390, 0.845], [6.704, -0.753, 9.076], [2.382, -0.005, -3.742], [6.761, 0.401, 1.703], [2.461, -1.015, 1.924], [1.224, 0.854, -6.919], [5.271, 1.412, 4.897], [1.762, 1.850, -2.042], [-5.651, -5.068, -6.507], [-2.268, 0.105, 1.390], [-5.858, -4.370, 3.805], [-2.383, 2.176, -1.186], [-2.338, -1.160, -1.142], [7.227, -3.910, 3.066], [0.244, -0.392, -3.454], [-4.935, -4.682, -5.782], [-2.510, -4.034, 4.106], [2.308, 0.911, 0.904], [-2.666, 5.259, -1.105], [-8.114, -6.497, 5.397], [-3.338, 5.953, -1.017], [6.654, 1.127, 8.046], [-0.735, -2.458, 0.795], [-6.406, 0.314, -5.455], [6.241, -3.569, 3.381], [-6.557, -1.796, -8.014], [-5.723, -0.460, -1.921], [7.290, -4.986, 3.223], [-4.423, 2.359, -1.901], [1.399, 2.654, 1.791], [6.479, 0.074, 7.831], [-3.484, -5.319, 4.833], [-0.246, 2.651, -6.746], [-5.844, 1.769, -4.602], [-7.225, -0.707, -1.074], [9.320, 3.292, 3.708], [8.082, 3.810, 2.559], [-8.663, -4.700, 4.305], [-1.160, 3.644, -6.593], [3.878, 2.293, 1.574], [7.450, 3.255, 4.459], [-1.030, 3.495, -2.301], [-4.617, -3.664, 4.035], [-1.000, 4.521, -5.835], [-2.279, 2.723, -3.262], [-4.684, -3.121, 4.977], [7.279, -2.181, 1.338], [-2.790, 3.555, 0.353], [-2.173, 4.059, -8.416], [-6.208, -2.811, -6.896], [-5.890, 0.554, 0.009], [-2.243, 2.092, 0.892], [4.256, 0.570, 1.884], [-5.153, -5.802, -7.134], [-2.092, 3.219, -2.296], [6.041, -0.456, 9.885], [-2.424, -2.086, 2.092], [8.448, -3.895, 1.276], [3.174, 0.436, -3.118], [-4.569, 1.402, 0.024], [-0.626, 3.658, 1.372], [6.878, -4.951, 9.240], [-2.508, 2.443, -7.754], [2.687, -1.045, -3.925], [2.017, -0.600, 1.008], [-6.387, -4.975, 4.860], [8.422, 3.893, 3.590], [-1.833, -0.270, -0.560], [-7.601, -6.307, 3.296], [2.332, 0.741, -5.100], [-7.592, -5.987, -6.585], [-7.722, -5.648, 4.454], [-4.806, 2.387, 0.459], [0.440, -0.156, -5.718], [-6.588, -6.492, -5.218], [1.149, 2.981, -0.513], [6.380, -2.144, 8.837], [1.105, -0.013, -2.886], [7.160, -0.236, 7.039], [0.079, 1.966, -5.529], [0.345, 1.240, 1.852], [7.756, 5.927, 3.868], [-6.481, 0.065, -1.321], [-1.672, -1.710, 1.321], [7.454, -3.597, 1.605], [-0.690, 4.261, -0.275], [8.388, -2.503, 7.851], [-6.195, 0.733, -4.469], [8.961, 5.383, 5.043], [5.766, 2.834, 6.460], [0.809, 1.364, -2.278], [-3.221, 3.905, -6.993], [8.318, -1.411, 1.619], [3.456, 1.316, 1.847], [7.987, 0.061, 1.273], [-5.437, -1.470, -8.681], [-7.931, -0.272, -3.632], [0.562, 2.679, -4.846], [5.303, 2.716, 5.213], [6.716, -4.082, 0.970], [-7.456, 0.719, -3.605], [-7.364, -4.904, -5.205], [-6.671, 1.114, 0.543], [-0.734, 3.354, 0.323], [-3.789, 0.733, -1.899], [-6.876, -5.644, -5.838], [2.619, 1.150, -0.123], [-2.651, 5.081, -3.196], [-3.434, -4.602, 4.014], [1.063, 1.776, 1.215], [-7.442, -2.294, -8.874], [-7.219, 1.132, -2.146], [-1.461, 0.657, -2.335], [5.455, -0.048, 7.475], [-8.178, 1.415, -4.055], [0.944, -0.814, 1.019], [4.048, 3.172, 5.183], [-3.409, -5.157, 3.076], [5.702, 4.149, 3.321], [-6.006, -4.001, -7.424], [7.978, -3.429, 3.692], [-0.857, 1.627, -5.050], [9.383, -1.734, 2.054], [0.381, 2.350, -0.039], [-6.687, 2.094, -2.134], [7.733, -0.682, 9.427], [7.309, -2.860, 8.225], [8.658, 5.329, 3.997], [0.993, 0.783, -5.848], [0.287, 1.987, -3.015], [-4.004, 4.294, -2.372], [2.711, 1.768, -4.974], [-5.966, -4.998, 5.979], [-3.838, 1.653, -1.308], [6.180, 3.486, 4.197], [3.048, 1.428, 2.864], [2.457, -1.157, 0.170], [-8.197, 1.285, -1.668], [9.448, 5.757, 3.382], [5.546, -4.354, 7.628], [3.049, 0.250, -5.772], [6.814, -4.320, 8.059]], "lowdin_charge": [-0.040, 0.130, 0.112, 0.080, 0.152, -0.152, 0.169, 0.170, 0.108, 0.062, 0.167, 0.029, 0.154, 0.102, -0.195, 0.177, -0.183, -0.186, 0.149, 0.085, 0.123, 0.155, 0.122, -0.183, 0.127, 0.031, -0.305, 0.191, -0.057, 0.107, 0.123, 0.074, -0.388, -0.069, 0.179, 0.112, 0.075, 0.179, 0.046, 0.082, -0.538, 0.102, 0.087, 0.103, 0.118, -0.066, 0.081, -0.024, 0.072, 0.122, 0.126, 0.123, 0.161, -0.571, 0.086, 0.037, 0.124, -0.198, 0.145, 0.138, 0.127, 0.028, 0.167, 0.104, -0.402, -0.165, 0.148, 0.068, 0.127, -0.084, 0.127, 0.234, 0.126, 0.109, -0.152, 0.145, 0.169, 0.087, 0.115, -0.055, -0.400, -0.188, -0.376, 0.165, -0.185, 0.086, -0.545, 0.116, 0.116, 0.085, 0.152, 0.032, -0.168, 0.082, -0.190, 0.112, 0.079, -0.211, -0.584, -0.185, 0.121, 0.169, -0.108, 0.086, 0.162, -0.166, 0.091, -0.404, -0.072, -0.535, 0.164, 0.114, 0.112, -0.538, 0.124, -0.254, 0.079, 0.116, -0.041, 0.118, -0.056, 0.117, 0.130, -0.060, -0.135, 0.181, -0.219, 0.159, 0.083, 0.110, 0.035, 0.160, 0.087, 0.159, 0.040, 0.081, 0.120, 0.178, -0.258, 0.100, 0.127, -0.403, -0.054, -0.158, 0.083, 0.118, 0.117, 0.172, -0.099, -0.408, 0.083, 0.079, 0.115, 0.086, 0.161, 0.111, -0.544]}



Entry 5:
{"formula": "C18H20BaN6O3S4", "method": "ωB97M-V/def2-TZVPD", "total_charge": -2, "e_above_lowest_ev": 1.509, "lumo_energy_ev": 3.88, "spin_multiplicity": 1, "total_energy_ev": -78110.8847, "largest_force_ev_per_a": 3.1, "homo_lumo_gap_ev": 6.34, "e_homo_ev": -2.456, "elements": ["N", "N", "C", "N", "C", "S", "H", "S", "C", "N", "C", "C", "H", "H", "O", "C", "N", "Ba", "H", "H", "H", "C", "C", "C", "H", "H", "H", "N", "C", "C", "H", "H", "H", "C", "C", "C", "S", "C", "H", "H", "H", "H", "S", "O", "C", "H", "H", "O", "H", "C", "C", "H"], "coordinates": [[3.641, 0.836, 1.040], [-1.784, -2.499, 1.950], [-1.626, -0.657, 3.669], [0.015, -2.596, -0.770], [-0.479, 2.168, 0.585], [-1.933, 1.175, 1.027], [3.539, -0.336, 2.732], [3.614, 2.530, -1.082], [-0.265, -2.864, -1.856], [2.909, -3.624, 2.861], [4.356, 1.571, 0.126], [-4.223, 1.137, -0.577], [-2.860, 2.260, -2.421], [-2.828, 2.794, -0.457], [-0.411, -0.562, 3.220], [-0.119, 2.261, -0.913], [-2.336, -2.065, -4.596], [0.588, -1.059, 1.238], [0.357, 1.702, 1.125], [-0.830, 1.936, -3.686], [-0.608, 3.166, 1.003], [-2.527, -1.642, 2.898], [5.771, 1.482, 0.288], [-0.571, -3.312, -3.172], [-2.387, -2.884, 1.235], [-4.729, 0.453, 0.110], [6.353, 2.011, -0.453], [0.522, -5.452, -4.140], [-1.231, 1.056, -3.175], [-1.549, -2.617, -3.951], [-3.094, -2.192, 3.650], [5.989, -0.435, 3.070], [-1.124, 0.203, -3.848], [0.046, -4.497, -3.695], [4.232, 0.169, 2.077], [5.578, 0.123, 2.242], [-3.492, 0.053, -1.807], [6.373, 0.787, 1.297], [7.454, 0.753, 1.363], [-3.845, 2.574, 0.965], [-4.987, 1.755, -1.055], [-3.259, 1.279, -3.835], [-0.147, 0.674, -1.797], [2.323, 0.739, 0.967], [-2.719, 1.286, -2.888], [-3.233, -1.029, 2.339], [-0.793, 2.946, -1.433], [-2.132, -0.049, 4.598], [-1.352, -3.273, 2.444], [-3.269, 2.045, 0.203], [2.181, -2.927, 2.267], [0.901, 2.647, -0.983]], "lowdin_charge": [-0.220, -0.074, -0.739, -0.048, -0.523, 0.854, 0.110, 0.496, -0.233, -0.176, -0.735, -0.575, 0.053, 0.056, -0.449, -0.509, 0.104, 1.760, 0.013, 0.075, 0.081, -0.213, -0.131, -0.276, 0.066, 0.063, 0.082, 0.082, -0.549, -0.271, 0.104, 0.098, 0.041, -0.270, -0.040, -0.086, 0.827, -0.112, 0.092, 0.070, 0.068, 0.066, 0.813, -0.450, -0.524, 0.084, 0.064, -0.004, 0.073, -0.529, -0.557, -0.003]}



Entry 6:
{"formula": "C14H15N6O3SSn", "method": "ωB97M-V/def2-TZVPD", "total_charge": 3, "lumo_energy_ev": [-12.65, -12.79], "spin_multiplicity": 1, "total_energy_ev": -46478.7407, "largest_force_ev_per_a": 0.9, "homo_lumo_gap_ev": [4.83, 4.69], "e_homo_ev": [-17.479, -17.479], "elements": ["S", "C", "Sn", "H", "N", "C", "H", "N", "H", "C", "C", "H", "H", "C", "H", "H", "O", "H", "N", "C", "C", "O", "C", "N", "C", "H", "H", "C", "O", "H", "N", "C", "H", "H", "N", "H", "C", "H", "C", "C"], "coordinates": [[-3.447, -0.458, -2.255], [0.325, -3.051, 2.161], [-2.173, 0.726, 0.205], [-3.281, -1.297, -4.940], [-0.994, -0.865, 1.090], [1.689, 3.106, -0.908], [1.072, 4.470, 2.142], [1.332, -4.457, 3.909], [0.556, -1.780, 3.906], [1.081, -4.303, 2.597], [0.165, -1.884, 2.903], [2.685, 4.651, 0.230], [-1.286, -2.013, -0.624], [-0.021, 2.922, 1.098], [1.816, -5.295, 4.197], [2.362, 3.185, -1.750], [-2.115, 1.979, 1.909], [-1.285, 3.596, 2.561], [-2.376, -0.965, -4.624], [-2.196, -0.498, -3.424], [0.646, 2.201, -0.930], [1.418, -5.068, 1.725], [0.429, 1.335, -2.106], [-0.716, 0.684, -2.124], [-0.855, -2.004, 0.371], [1.356, 2.216, -3.810], [0.975, -3.855, 4.628], [1.868, 3.942, 0.199], [-0.933, 2.750, 2.202], [1.231, 0.459, -3.864], [-0.889, -0.127, -3.138], [-0.201, -3.098, 0.872], [-0.660, 0.100, 2.901], [2.434, 1.236, -2.811], [-0.232, 2.109, 0.107], [-1.606, -0.991, -5.287], [1.421, 1.303, -3.208], [-0.082, -4.002, 0.288], [-0.497, -0.813, 2.345], [0.984, 3.853, 1.255]], "lowdin_charge": [0.793, -0.044, 1.398, 0.157, -0.143, 0.074, 0.161, 0.215, 0.135, -0.478, 0.049, 0.156, 0.093, -0.219, 0.143, 0.141, -0.277, 0.237, 0.222, -0.756, -0.157, 0.116, -0.172, -0.019, -0.100, 0.134, 0.110, 0.070, 0.052, 0.092, 0.094, 0.057, 0.118, 0.115, 0.090, 0.165, 0.023, 0.146, -0.080, 0.091]}